[1]
Molecular formula: C9H10O3PS
Method: DFT, ωB97M-V/def2-TZVPD

HOMO level (eV): -5.1
LUMO (eV): 3.1
Frontier orbital gap (eV): 8.21

Structure (ORCA input):
```
! RIJCOSX wB97M-V def2-TZVPD def2/J DEFGRID3
* xyz -1 1
C -3.782 0.609 0.644
C -3.037 1.772 0.629
C -3.138 -0.555 0.158
C -1.752 1.885 0.121
C -1.890 -0.503 -0.426
C -1.142 0.740 -0.368
C 2.423 -2.813 0.874
C 2.308 -1.725 0.060
C 0.253 0.758 -0.744
O 3.306 0.095 -1.877
O 3.417 2.071 -0.409
O 4.652 0.014 0.198
P 1.810 -0.098 0.765
S 3.444 0.620 -0.489
H -4.721 0.615 1.145
H -3.399 2.682 1.098
H -3.696 -1.427 0.373
H -1.372 2.842 0.101
H -1.278 -1.355 -0.688
H 2.392 -3.897 0.467
H 2.036 -2.771 1.876
H 2.258 -1.880 -1.063
H 0.468 1.877 -0.763
H 0.441 0.442 -1.681
*
```

Here are the Mulliken charges for atoms 1 to 6, given in e: number 1, C, carries -0.628; number 2, C, carries -0.224; number 3, C, carries -0.322; number 4, C, carries -0.723; number 5, C, carries -0.683; number 6, C, carries 0.930

=====

[2]
Molecular formula: C9H10O4
Method: DFT, ωB97M-V/def2-TZVPD

SMILES: O=C1CC[C@]2(O)C(=O)CC=C[C@]12O
HOMO level (eV): -9.3
LUMO (eV): 0.6
Frontier orbital gap (eV): 9.95

Structure (ORCA input):
```
! RIJCOSX wB97M-V def2-TZVPD def2/J DEFGRID3
* xyz 0 1
C -0.190 1.715 1.593
C -0.868 0.574 1.581
C -0.033 -1.778 0.932
C -0.176 0.025 -0.780
C 0.935 2.034 0.564
C 0.642 -2.158 -0.359
C 0.923 -0.929 -1.180
C -0.909 -0.532 0.542
C 0.579 1.405 -0.792
O -0.141 -2.201 2.026
O -1.207 0.179 -1.698
O -2.191 -1.049 0.232
O 0.739 1.914 -1.893
H -0.178 2.527 2.260
H -1.618 0.463 2.326
H 1.060 3.110 0.410
H 1.971 1.839 1.016
H 1.581 -2.734 -0.155
H 0.080 -2.973 -0.703
H 0.861 -1.061 -2.236
H 1.893 -0.439 -0.800
H -2.723 -0.415 -0.291
H -1.030 0.484 -2.597
*
```

Here are the Mulliken charges for atoms 1 to 6, given in e: number 1, C, carries -0.442; number 2, C, carries -1.085; number 3, C, carries 0.349; number 4, C, carries 0.888; number 5, C, carries -0.743; number 6, C, carries -0.865

=====

[3]
Molecular formula: C9H11BrF2NOS
Method: DFT, ωB97M-V/def2-TZVPD

HOMO level (eV): -13.6
LUMO (eV): -5.6
Frontier orbital gap (eV): 8.02

Structure (ORCA input):
```
! RIJCOSX wB97M-V def2-TZVPD def2/J DEFGRID3
* xyz 1 1
C -0.788 3.532 0.051
C 0.507 3.474 -0.549
C -1.402 2.490 0.647
C 1.272 2.317 -0.365
C -0.789 1.222 0.623
C 0.584 1.241 0.185
C -0.425 -1.445 -1.091
C 0.523 -2.723 0.809
C 2.822 -0.533 -0.852
N 0.338 -1.467 0.217
O 1.988 -0.470 1.737
F 3.200 -1.777 -0.842
F 2.463 -0.160 -2.054
S 1.435 -0.345 0.441
Br 4.757 0.752 0.016
H -1.277 4.535 -0.006
H 0.936 4.194 -1.260
H -2.432 2.743 1.224
H 2.273 2.268 -0.505
H -1.197 0.232 0.980
H -1.468 -1.611 -0.916
H -0.405 -0.312 -1.263
H 0.008 -1.968 -1.889
H 1.450 -3.276 0.348
H 0.523 -2.697 1.902
H -0.484 -3.218 0.606
*
```

Here are the Mulliken charges for atoms 1 to 6, given in e: number 1, C, carries -0.249; number 2, C, carries -0.655; number 3, C, carries -0.653; number 4, C, carries -0.433; number 5, C, carries 0.078; number 6, C, carries 0.241

=====

[4]
Molecular formula: C9H11BrN
Method: DFT, ωB97M-V/def2-TZVPD

HOMO level (spin up / spin down) (eV): -11.5 / -12.6
LUMO (spin up / spin down) (eV): -2.8 / -8.7
Frontier orbital gap (spin up / spin down) (eV): 8.74 / 3.86
⟨S²⟩: 2.03

Structure (ORCA input):
```
! RIJCOSX wB97M-V def2-TZVPD def2/J DEFGRID3
* xyz 1 3
C -2.402 -2.337 0.457
C -2.282 -1.853 -0.848
C -1.315 -2.300 1.332
C -1.086 -1.343 -1.287
C -0.107 -1.809 0.909
C 0.046 -1.327 -0.420
C 2.016 2.899 0.132
C 0.587 3.241 -0.068
C 1.254 -0.863 -0.917
N 0.970 2.003 0.559
Br 2.850 -0.871 -0.012
H -3.345 -2.747 0.787
H -3.132 -1.882 -1.511
H -1.426 -2.662 2.342
H -0.985 -0.969 -2.295
H 0.742 -1.781 1.575
H 2.592 2.564 -0.719
H 2.596 3.423 0.881
H 0.127 4.015 0.532
H 0.167 3.141 -1.060
H 1.316 -0.478 -1.928
H 0.816 1.937 1.559
*
```

Here are the Mulliken charges for atoms 1 to 6, given in e: number 1, C, carries -0.408; number 2, C, carries -0.361; number 3, C, carries -0.598; number 4, C, carries -0.624; number 5, C, carries -0.508; number 6, C, carries 1.622